{
  "formula": "C5H8N",
  "method": "ωB97M-V with the def2-TZVPD basis set",
  "total_charge": 1,
  "symbols": ["C", "C", "C", "C", "C", "N", "H", "H", "H", "H", "H", "H", "H", "H"],
  "coordinates": [[3.484889, 0.666229, -0.005340], [2.462316, -0.096222, -0.115891], [1.453748, -0.884516, 0.044038], [-1.742095, 0.933509, 0.246783], [-0.487019, 0.544421, -0.506901], [0.047914, -0.772683, 0.026154], [2.011200, -2.815900, 0.493251], [-1.531420, 1.125287, 1.294385], [-2.136590, 1.847020, -0.181279], [-2.515409, 0.176064, 0.163921], [0.291613, 1.299734, -0.372365], [-0.679662, 0.427825, -1.572805], [-0.349995, -1.563441, -0.508478], [-0.309490, -0.887321, 0.994527]],
  "forces_ev_per_a": [[0.921, 0.656, 0.008], [-1.895, -0.489, -0.021], [2.979, -4.001, 0.923], [0.092, -0.190, -0.111], [-0.418, 0.921, -0.155], [-0.980, 0.178, -0.002], [-1.138, 3.192, -0.745], [0.031, 0.026, 0.191], [-0.049, 0.162, -0.071], [-0.153, -0.121, -0.004], [0.004, -0.306, -0.001], [0.167, -0.170, 0.059], [0.176, 0.218, 0.224], [0.265, -0.077, -0.294]]
}


{
  "formula": "C5H8N",
  "method": "ωB97M-V with the def2-TZVPD basis set",
  "smiles": "C=C1[C@@H]2[C@H]1[N@@H+]2C",
  "total_charge": 1,
  "symbols": ["C", "C", "C", "C", "C", "N", "H", "H", "H", "H", "H", "H", "H", "H"],
  "coordinates": [[1.034751, -0.051272, -0.026298], [2.194279, 0.513654, 0.024721], [0.050280, -0.912874, 0.742493], [0.115413, -0.933337, -0.726466], [-1.525770, 0.921855, -0.089033], [-1.101090, -0.455907, 0.062429], [2.742700, 0.766282, -0.914900], [2.577744, 0.745776, 1.012136], [0.410082, -1.610322, 1.449822], [-0.047024, -1.619733, -1.524210], [-0.644840, 1.507011, 0.110689], [-1.884034, 1.119698, -1.114612], [-2.016953, 1.121672, 0.824307], [-1.905538, -1.112503, 0.168923]],
  "forces_ev_per_a": [[-1.801, -1.982, -0.099], [1.349, 0.913, -0.673], [3.594, 1.400, -0.492], [-0.839, 0.734, 0.100], [1.296, 0.612, 0.319], [-1.788, -1.583, -0.862], [-0.410, -0.197, 1.117], [0.317, 0.189, -0.276], [-1.064, -0.773, 1.085], [0.341, -0.535, -0.257], [0.618, 0.375, -0.604], [-0.452, -0.124, 0.982], [-1.992, 0.615, 0.292], [0.831, 0.356, -0.632]]
}


{
  "formula": "C5H8N",
  "method": "ωB97M-V with the def2-TZVPD basis set",
  "smiles": "C/[NH+]=c1\\cc1C",
  "total_charge": 1,
  "symbols": ["C", "C", "C", "C", "C", "N", "H", "H", "H", "H", "H", "H", "H", "H"],
  "coordinates": [[-0.544711, 0.205666, -1.208809], [0.072380, 0.089393, 0.104259], [-1.414542, 0.070868, -0.176918], [-2.780175, -0.204537, 0.351024], [2.538790, 0.226849, 0.164564], [1.238440, -0.000405, 0.692561], [-0.600935, 0.581223, -2.199027], [-3.293659, 0.692918, 0.280264], [-2.898308, -0.606899, 1.347512], [-3.337839, -0.739267, -0.440344], [2.403364, 0.265774, -0.908976], [2.860632, 1.332532, 0.198404], [3.179024, -0.495392, 0.487838], [1.194954, -0.197936, 1.745168]],
  "forces_ev_per_a": [[-0.589, 0.865, 3.331], [-1.944, -0.096, -3.163], [3.193, -1.404, 1.163], [0.635, -0.725, -1.509], [-1.222, 4.387, -2.919], [-2.731, -0.416, 3.671], [0.564, -0.237, -0.914], [-1.009, 2.203, 0.360], [0.410, -0.227, -0.040], [0.476, -0.475, 0.553], [0.264, -1.043, -0.533], [-0.129, -1.673, 1.261], [2.035, -1.594, 0.810], [0.046, 0.435, -2.072]]
}


{
  "formula": "C5H8N",
  "method": "ωB97M-V with the def2-TZVPD basis set",
  "smiles": "[NH3+]/C=C1\\[C@H]2C[C@@H]12",
  "total_charge": 1,
  "symbols": ["C", "C", "C", "C", "C", "N", "H", "H", "H", "H", "H", "H", "H", "H"],
  "coordinates": [[-0.875652, -0.473334, -0.663029], [-0.079264, 0.586328, -0.049575], [-1.933795, -0.431467, 0.392104], [-1.483168, 0.870356, -0.194397], [1.145546, 0.663889, 0.334995], [2.111560, -0.376370, 0.001021], [-0.895232, -0.837804, -1.620512], [-3.062072, -0.584128, 0.231569], [-1.672331, -0.775059, 1.434350], [-1.997018, 1.643322, -0.658214], [1.720729, 1.444843, 0.919139], [2.016528, -1.063791, 0.763368], [3.020258, 0.075710, 0.095875], [1.983909, -0.742498, -0.986694]],
  "forces_ev_per_a": [[-1.173, 1.069, 1.373], [-1.289, -0.916, -0.511], [-2.338, -0.419, 1.283], [1.819, -1.405, 1.676], [2.470, 3.060, 1.449], [-0.155, -0.679, -0.621], [0.069, -0.877, -2.059], [1.969, -0.291, -0.405], [-0.055, 0.795, -1.120], [-0.757, 1.126, -0.730], [-1.479, -0.577, -0.846], [0.372, -0.505, -0.830], [0.267, -0.456, -0.316], [0.278, 0.076, 1.656]]
}


{
  "formula": "C5H8N",
  "method": "ωB97M-V with the def2-TZVPD basis set",
  "total_charge": 1,
  "symbols": ["C", "C", "C", "C", "C", "N", "H", "H", "H", "H", "H", "H", "H", "H"],
  "coordinates": [[-0.923806, 2.015708, 0.211749], [-0.544939, 0.673328, 0.264874], [-0.937869, -0.279945, 1.288101], [0.937586, -1.176352, -0.781739], [0.683363, 0.324372, -0.742933], [-0.961871, 3.146339, 0.063514], [-1.811555, 0.135196, 1.931462], [-0.283498, -0.902342, 1.840067], [-1.417994, -1.015219, 0.526889], [1.577232, -1.381687, -1.678021], [-0.065798, -1.760246, -0.895498], [1.621970, -1.408201, 0.062119], [0.402589, 0.812175, -1.714580], [1.724590, 0.816873, -0.376005]],
  "forces_ev_per_a": [[-0.333, -1.603, -0.263], [4.629, -0.898, 0.274], [-4.347, 1.599, -1.118], [-0.124, -0.413, -1.027], [-0.647, 1.035, 1.056], [-0.311, 1.778, -0.043], [1.661, -0.822, -0.957], [1.293, -0.394, 0.144], [0.192, 0.393, 0.843], [-0.765, 0.059, 0.591], [2.129, 0.650, 0.445], [-1.072, -0.519, -0.237], [0.391, -0.435, 0.761], [-2.696, -0.429, -0.469]]
}


{
  "formula": "C5H8N",
  "method": "ωB97M-V with the def2-TZVPD basis set",
  "total_charge": 1,
  "symbols": ["C", "C", "C", "C", "C", "N", "H", "H", "H", "H", "H", "H", "H", "H"],
  "coordinates": [[-0.993752, -0.503329, 1.694414], [-0.007667, 1.037986, -1.546848], [0.885881, 1.450754, -0.370641], [0.076471, -1.939487, 0.125651], [-0.074284, 0.381648, -0.264641], [-0.455381, -0.726781, 0.528898], [-1.310598, 0.485516, 1.963298], [-1.068644, -1.307526, 2.404448], [-0.839258, 1.682699, -1.819631], [0.418059, 0.555031, -2.419774], [1.944089, 1.216039, -0.402605], [0.703543, 2.383328, 0.146264], [0.253742, -2.119053, -0.918051], [0.467800, -2.596825, 0.879218]],
  "forces_ev_per_a": [[0.221, -0.349, -0.149], [-0.433, -0.189, -0.406], [0.363, 0.071, 0.388], [0.168, 0.326, -0.038], [-0.139, -0.202, -0.108], [0.099, 0.280, 0.381], [-0.035, 0.296, -0.137], [-0.076, -0.282, 0.032], [0.012, 0.095, 0.111], [0.231, -0.101, 0.107], [0.056, -0.155, -0.163], [-0.213, 0.186, -0.048], [-0.120, 0.207, -0.185], [-0.135, -0.184, 0.215]]
}


{
  "formula": "C5H8N",
  "method": "ωB97M-V with the def2-TZVPD basis set",
  "s_squared": 2.0120,
  "total_charge": 1,
  "spin_multiplicity": 3,
  "symbols": ["C", "C", "C", "C", "C", "N", "H", "H", "H", "H", "H", "H", "H", "H"],
  "coordinates": [[-0.912725, -0.897255, -0.002908], [-1.530301, -1.941748, -0.314178], [-0.215159, 0.381361, -0.647850], [-0.986976, 1.408218, -1.396040], [1.835044, -1.069654, 1.534643], [-0.309970, 0.185357, 0.691132], [0.727581, 0.082343, -0.991470], [-0.231382, 2.112952, -1.656363], [-1.898560, 1.674413, -0.908103], [-1.443202, 1.002124, -2.242523], [2.256232, -1.039726, 2.562578], [1.200683, -1.871688, 1.383333], [2.361885, -0.713338, 0.660309], [-0.853149, 0.686641, 1.327440]],
  "forces_ev_per_a": [[3.499, 5.860, 3.265], [-2.272, -3.800, -1.162], [-0.681, 1.087, -1.874], [0.326, -1.156, 1.098], [1.897, 0.398, 1.393], [-1.505, -3.792, -1.048], [1.257, -0.440, -0.908], [-0.077, 1.268, -0.296], [-0.099, 1.122, 1.099], [0.089, -0.926, -2.034], [-0.169, 0.405, -1.069], [-1.261, -1.508, -0.321], [0.206, 0.272, 0.252], [-1.211, 1.211, 1.605]]
}


{
  "formula": "C5H8N2",
  "method": "ωB97M-V with the def2-TZVPD basis set",
  "smiles": "Cc1cnn(C)c1",
  "symbols": ["C", "N", "C", "C", "C", "C", "N", "H", "H", "H", "H", "H", "H", "H", "H"],
  "coordinates": [[-2.540040, -0.272142, -0.257110], [-1.165604, 0.206077, -0.021862], [-0.086830, -0.594855, -0.183347], [1.040387, 0.143168, 0.091819], [2.443966, -0.362120, 0.065012], [0.538907, 1.431742, 0.429170], [-0.789917, 1.467937, 0.330301], [-2.930776, 0.050074, -1.229089], [-3.206958, 0.076975, 0.531946], [-2.578125, -1.378295, -0.251536], [-0.176350, -1.635578, -0.491020], [3.101052, 0.321298, -0.476445], [2.509942, -1.339000, -0.424315], [2.826783, -0.467087, 1.082415], [1.013568, 2.351801, 0.804061]],
  "forces_ev_per_a": [[0.051, 0.267, 0.054], [0.132, -0.308, -0.228], [0.204, 0.079, -0.021], [-0.088, 0.204, 0.071], [0.169, 0.067, 0.061], [-0.622, -0.088, 0.009], [-0.621, -0.831, 0.058], [0.180, 0.145, 0.203], [0.139, 0.121, -0.068], [0.407, 0.627, 0.102], [-0.035, 0.375, 0.135], [0.012, -0.035, 0.057], [-0.065, 0.143, 0.095], [0.127, -0.027, -0.064], [0.012, -0.737, -0.463]]
}


{
  "formula": "C5H8N2",
  "method": "ωB97M-V with the def2-TZVPD basis set",
  "symbols": ["C", "C", "C", "N", "C", "N", "C", "H", "H", "H", "H", "H", "H", "H", "H"],
  "coordinates": [[-2.492208, -0.200519, 0.010379], [-1.015362, 0.055529, -0.010244], [-0.394342, 1.291696, -0.197591], [0.944087, 1.168700, -0.147399], [1.162393, -0.137730, 0.076276], [2.628356, -0.258165, 0.047885], [0.013530, -0.908604, 0.167494], [-2.744887, -1.105205, -0.555587], [-2.872588, -0.326212, 1.032723], [-3.030826, 0.639782, -0.443954], [-0.840558, 2.265912, -0.372354], [2.639433, 0.806199, -0.128150], [3.092548, -0.529788, 0.920028], [3.024834, -0.787476, -0.734608], [-0.114405, -1.974124, 0.335109]],
  "forces_ev_per_a": [[-0.101, -0.037, 0.001], [-0.063, 0.078, -0.015], [-0.378, 0.001, 0.002], [-0.214, 0.005, 0.002], [-0.102, 0.345, -0.094], [0.181, 0.065, -0.007], [0.061, 0.049, -0.007], [-0.022, 0.140, 0.102], [0.025, -0.003, -0.176], [0.075, -0.165, 0.095], [-0.092, -0.246, 0.046], [0.824, -0.713, 0.113], [-0.189, 0.079, -0.207], [-0.151, 0.131, 0.194], [0.144, 0.271, -0.049]]
}


{
  "formula": "C5H8N2",
  "method": "ωB97M-V with the def2-TZVPD basis set",
  "smiles": "C#C[C@H](C)C1NN1",
  "symbols": ["C", "N", "N", "C", "C", "C", "C", "H", "H", "H", "H", "H", "H", "H", "H"],
  "coordinates": [[0.987674, 0.834151, -1.274140], [-1.667141, 0.566255, 0.761535], [-1.655639, -0.885399, 0.776932], [-1.145991, -0.131298, -0.365703], [0.346926, -0.352655, -0.551673], [0.908073, -0.544639, 0.789763], [1.478176, -0.580786, 1.852222], [-0.937919, 0.886285, 1.401871], [-2.606656, -1.237612, 0.665819], [-1.724345, -0.044481, -1.283373], [0.493365, -1.272542, -1.130004], [2.063134, 0.687981, -1.346540], [0.572474, 0.930860, -2.275571], [0.799949, 1.759040, -0.731617], [2.087922, -0.615161, 2.710479]],
  "forces_ev_per_a": [[0.125, -0.176, 0.063], [-0.447, 0.868, 0.137], [-0.110, -0.468, -0.368], [-0.099, -1.015, 0.316], [-0.398, 0.269, 0.370], [1.240, 0.156, 0.565], [-0.362, 0.052, -1.235], [0.062, -0.299, -0.170], [0.044, 0.484, -0.235], [-0.045, -0.011, 0.147], [-0.075, 0.100, 0.034], [0.037, 0.066, -0.067], [-0.006, 0.009, -0.080], [0.005, 0.033, 0.049], [0.029, -0.066, 0.474]]
}


Here are the calculated calculated total energy numbers, same order: -6788.3754 -6793.4876 -6795.1125 -6794.2311 -6793.8545 -6792.2436 -6787.1244 -8294.2753 -8292.9640 -8291.1368 (eV).